A | {
  "formula": "C38H36N9O9SiTa",
  "method": "ωB97M-V with the def2-TZVPD basis set",
  "elements": ["Ta", "C", "C", "O", "C", "C", "C", "N", "N", "C", "O", "C", "C", "C", "C", "C", "C", "H", "H", "H", "H", "H", "H", "H", "H", "H", "H", "H", "H", "O", "C", "O", "C", "C", "C", "C", "C", "C", "O", "N", "O", "O", "N", "O", "O", "H", "H", "C", "C", "C", "C", "C", "C", "N", "N", "Si", "C", "C", "C", "H", "H", "H", "H", "H", "H", "H", "H", "H", "H", "H", "H", "H", "H", "H", "N", "C", "C", "C", "C", "C", "C", "C", "N", "C", "C", "N", "C", "H", "H", "H", "H", "H", "H", "H"],
  "xyz": [[1.2601, -0.0388, -0.4093], [2.4233, -1.6780, 3.3383], [2.7438, -1.3211, 1.9083], [1.9564, -0.4198, 1.3304], [3.7543, -1.9321, 1.2587], [4.1511, -1.6283, -0.1129], [4.5327, -2.7781, -0.9996], [4.3249, -0.4461, -0.5808], [4.4319, 0.6697, 0.1080], [3.5604, 1.6065, 0.1044], [2.3672, 1.4569, -0.4483], [3.8583, 2.8589, 0.7982], [5.1608, 3.1695, 1.1836], [5.4137, 4.3404, 1.8689], [4.3747, 5.2018, 2.1876], [3.0776, 4.8948, 1.8098], [2.8170, 3.7319, 1.1112], [1.4398, -2.1426, 3.3952], [2.4144, -0.7816, 3.9553], [3.1658, -2.3690, 3.7267], [4.3118, -2.7074, 1.7618], [5.5246, -3.1249, -0.7074], [4.5759, -2.4619, -2.0376], [3.8387, -3.6098, -0.8876], [5.9504, 2.4828, 0.9251], [6.4251, 4.5902, 2.1511], [4.5785, 6.1152, 2.7237], [2.2702, 5.5693, 2.0529], [1.8114, 3.4858, 0.7991], [2.7362, -1.4946, -3.9659], [2.0368, -1.5338, -2.9800], [1.7414, -0.5066, -2.2374], [1.3894, -2.8294, -2.5502], [1.3151, -3.8874, -3.4371], [0.6706, -5.0672, -3.0763], [0.0882, -5.2033, -1.8141], [0.1960, -4.1673, -0.9214], [0.8584, -2.9508, -1.2427], [0.9467, -2.0208, -0.3520], [-0.3890, -4.2261, 0.4075], [0.3549, -4.4340, 1.3334], [-1.5793, -4.0240, 0.4914], [0.5943, -6.1600, -4.0066], [1.1185, -6.0144, -5.0886], [0.0079, -7.1631, -3.6527], [1.7622, -3.7850, -4.4154], [-0.4172, -6.1210, -1.5551], [0.3012, 1.4695, 3.3539], [-0.2066, 2.1240, 2.1109], [-0.8825, 3.3293, 2.1827], [-1.3432, 3.9156, 1.0064], [-1.1585, 3.2781, -0.1949], [-0.4708, 2.0494, -0.2111], [-0.0045, 1.5152, 0.9405], [-0.1846, 1.2850, -1.2628], [-0.9312, 1.5234, -2.8222], [-0.1688, 3.0263, -3.7222], [-2.8165, 1.7453, -2.4907], [-0.6957, -0.0259, -3.8946], [-0.4357, 1.5607, 4.1479], [1.2063, 1.9758, 3.6826], [0.5278, 0.4280, 3.1573], [-1.0298, 3.8038, 3.1367], [-1.8469, 4.8689, 1.0388], [-1.4970, 3.7062, -1.1202], [-0.2452, 3.9545, -3.1625], [-0.6435, 3.1781, -4.6866], [0.8877, 2.8435, -3.8998], [-3.1623, 2.7241, -2.8069], [-3.0455, 1.6375, -1.4346], [-3.4029, 1.0108, -3.0345], [0.1831, 0.0807, -4.5220], [-1.5438, -0.1952, -4.5507], [-0.5629, -0.9146, -3.2878], [-8.9361, 1.1740, 4.2874], [-8.0361, 0.8081, 3.6810], [-6.9230, 0.3763, 2.9241], [-5.6798, 0.2157, 3.5366], [-4.5896, -0.1762, 2.7894], [-4.7249, -0.4061, 1.4210], [-5.9694, -0.2521, 0.8102], [-7.0642, 0.1348, 1.5572], [-3.6001, -0.7613, 0.6659], [-3.5655, -1.4863, -0.4965], [-2.2587, -1.5384, -0.8711], [-1.4884, -0.8577, 0.0256], [-2.3169, -0.4149, 0.9346], [-5.5750, 0.3934, 4.5957], [-3.6332, -0.3194, 3.2703], [-6.0775, -0.4125, -0.2525], [-8.0284, 0.2633, 1.0875], [-4.4324, -1.9404, -0.9277], [-1.8337, -2.0289, -1.7212], [-2.0402, 0.1852, 1.7773]],
  "lowdin_charge": [1.980, -0.009, -0.398, -0.250, 0.000, -0.339, -0.017, 0.069, 0.108, -0.383, -0.190, -0.138, -0.020, -0.078, -0.088, -0.077, -0.018, 0.088, 0.078, 0.083, 0.118, 0.091, 0.079, 0.081, 0.111, 0.103, 0.100, 0.101, 0.096, 0.123, -0.558, -0.179, -0.052, 0.093, -0.130, 0.098, -0.073, -0.265, -0.184, -0.353, 0.122, 0.103, -0.368, 0.091, 0.078, 0.139, 0.139, -0.012, -0.341, -0.043, -0.045, -0.020, -0.475, 0.042, -0.172, 0.505, -0.156, -0.158, -0.149, 0.085, 0.095, 0.053, 0.111, 0.112, 0.090, 0.018, 0.028, 0.031, 0.024, 0.011, 0.021, 0.036, 0.036, -0.002, 0.169, -0.192, -0.233, -0.008, 0.006, -0.172, 0.008, -0.008, -0.004, -0.033, -0.130, 0.057, -0.123, 0.125, 0.116, 0.115, 0.125, 0.124, 0.105, 0.122],
  "total_charge": 0,
  "orbital_gap_ev": 7.74,
  "homo_ev": -8.315
}

B | {
  "formula": "C38H36N9O9SiTa",
  "method": "ωB97M-V with the def2-TZVPD basis set",
  "elements": ["Ta", "C", "C", "O", "C", "C", "C", "N", "N", "C", "O", "C", "C", "C", "C", "C", "C", "H", "H", "H", "H", "H", "H", "H", "H", "H", "H", "H", "H", "O", "C", "O", "C", "C", "C", "C", "C", "C", "O", "N", "O", "O", "N", "O", "O", "H", "H", "C", "C", "C", "C", "C", "C", "N", "N", "Si", "C", "C", "C", "H", "H", "H", "H", "H", "H", "H", "H", "H", "H", "H", "H", "H", "H", "H", "N", "C", "C", "C", "C", "C", "C", "C", "N", "C", "C", "N", "C", "H", "H", "H", "H", "H", "H", "H"],
  "xyz": [[0.5713, -0.7219, 0.8966], [0.1621, -4.3523, 3.1251], [0.8237, -3.6157, 2.0050], [0.7297, -2.3196, 2.0537], [1.5298, -4.2155, 1.0110], [2.2460, -3.4481, 0.0490], [3.2689, -4.1646, -0.7827], [2.0432, -2.1626, -0.1226], [2.8861, -1.6148, -1.0983], [2.6771, -0.3457, -1.2055], [1.8146, 0.2836, -0.4700], [3.4062, 0.4474, -2.2197], [4.1216, -0.1841, -3.2341], [4.7906, 0.5710, -4.1826], [4.7534, 1.9582, -4.1202], [4.0462, 2.5889, -3.1068], [3.3709, 1.8368, -2.1583], [0.7598, -4.2548, 4.0334], [0.0499, -5.4094, 2.8920], [-0.8162, -3.9106, 3.3203], [1.6523, -5.2877, 1.0069], [3.3493, -5.2023, -0.4692], [4.2345, -3.6695, -0.6995], [2.9969, -4.1242, -1.8393], [4.1459, -1.2651, -3.2655], [5.3436, 0.0791, -4.9724], [5.2780, 2.5470, -4.8618], [4.0232, 3.6696, -3.0526], [2.8214, 2.3167, -1.3591], [3.5456, 1.6352, 1.7596], [2.3649, 1.4369, 1.7017], [1.8282, 0.2447, 2.0098], [1.3748, 2.5246, 1.4057], [1.7890, 3.8059, 1.7041], [0.9089, 4.8692, 1.5832], [-0.3951, 4.6732, 1.1843], [-0.7940, 3.3976, 0.8379], [0.0686, 2.2718, 0.9040], [-0.3305, 1.0985, 0.5369], [-2.1979, 3.2497, 0.4639], [-2.9915, 4.0278, 0.9471], [-2.4981, 2.4211, -0.3812], [1.3555, 6.2227, 1.9120], [2.4906, 6.3575, 2.3192], [0.5597, 7.1293, 1.7659], [2.7991, 3.9662, 2.0532], [-1.0922, 5.4958, 1.1401], [-1.9893, -3.2630, -0.6980], [-2.3929, -2.4774, 0.5156], [-3.6005, -2.7477, 1.1129], [-3.9493, -2.0681, 2.2879], [-3.0721, -1.2039, 2.8750], [-1.8134, -0.9820, 2.2539], [-1.5577, -1.5489, 1.0386], [-0.7713, -0.2672, 2.6795], [-0.3664, 0.1683, 4.3313], [0.7735, -1.1334, 5.0584], [-1.8672, 0.3391, 5.4631], [0.4804, 1.8381, 4.4310], [-2.5874, -4.1713, -0.7457], [-0.9374, -3.5476, -0.6529], [-2.1516, -2.7061, -1.6205], [-4.2573, -3.4877, 0.6792], [-4.9134, -2.2491, 2.7476], [-3.3195, -0.6989, 3.7891], [0.2552, -2.0875, 5.1789], [1.1309, -0.8203, 6.0427], [1.6412, -1.2939, 4.4159], [-2.2958, -0.6170, 5.7674], [-2.6554, 0.9560, 5.0267], [-1.5324, 0.8438, 6.3736], [1.5022, 1.8297, 4.0549], [0.5259, 2.1216, 5.4864], [-0.0825, 2.6177, 3.9112], [-5.6546, 2.8000, -7.2803], [-4.9224, 2.2601, -6.5786], [-4.0099, 1.5810, -5.7030], [-3.4860, 2.2376, -4.5925], [-2.5962, 1.5875, -3.7575], [-2.2461, 0.2703, -4.0231], [-2.7704, -0.3939, -5.1248], [-3.6464, 0.2632, -5.9680], [-1.3383, -0.4052, -3.1651], [-0.4685, -1.4180, -3.5227], [0.1907, -1.7639, -2.3939], [-0.2673, -0.9960, -1.3393], [-1.1746, -0.1842, -1.8448], [-3.7682, 3.2609, -4.3880], [-2.1769, 2.1097, -2.9100], [-2.5193, -1.4280, -5.3168], [-4.0609, -0.2472, -6.8259], [-0.3649, -1.7672, -4.5337], [0.9449, -2.5189, -2.2726], [-1.7271, 0.5510, -1.2837]],
  "lowdin_charge": [2.014, 0.006, -0.402, -0.231, -0.010, -0.296, -0.024, -0.059, 0.077, -0.419, -0.186, -0.133, -0.028, -0.081, -0.086, -0.071, -0.008, 0.091, 0.085, 0.088, 0.112, 0.077, 0.089, 0.083, 0.108, 0.102, 0.102, 0.105, 0.112, 0.143, -0.547, -0.193, -0.071, 0.081, -0.125, 0.086, -0.044, -0.239, -0.196, -0.327, 0.097, 0.058, -0.358, 0.085, 0.077, 0.142, 0.136, -0.021, -0.303, -0.053, -0.056, -0.008, -0.415, 0.016, -0.122, 0.458, -0.160, -0.183, -0.147, 0.085, 0.068, 0.070, 0.106, 0.112, 0.074, 0.019, 0.036, 0.027, 0.029, 0.033, 0.032, 0.028, 0.040, 0.037, 0.165, -0.178, -0.225, 0.000, 0.018, -0.165, 0.001, -0.013, 0.009, -0.020, -0.116, -0.025, -0.097, 0.129, 0.109, 0.115, 0.125, 0.125, 0.103, 0.117],
  "total_charge": 0,
  "orbital_gap_ev": 7.60,
  "homo_ev": -8.106
}

Which of them is the most stable? Correct choice: B.

A | {
  "formula": "C6H8N",
  "method": "ωB97M-V with the def2-TZVPD basis set",
  "elements": ["C", "C", "C", "C", "C", "C", "N", "H", "H", "H", "H", "H", "H", "H", "H"],
  "xyz": [[-0.6919, -1.5791, -0.8789], [-0.0580, -0.3567, -0.4707], [-0.5223, -1.4714, -2.3517], [0.1604, 0.4463, 0.7039], [0.5979, -0.9545, -1.5772], [0.3070, 2.2710, 2.2165], [0.1353, 1.7032, 0.8629], [-1.0958, -2.2877, -0.2097], [-0.5595, -2.3456, -3.0561], [-1.0608, -0.6887, -2.8179], [0.4508, -0.2746, 1.6417], [1.5958, -1.3746, -1.7602], [0.9989, 1.5727, 2.7879], [0.3587, 3.3975, 2.1491], [-0.6166, 1.9420, 2.7605]],
  "lowdin_charge": [0.058, 0.038, -0.025, -0.152, 0.034, -0.083, 0.014, 0.155, 0.164, 0.122, 0.192, 0.176, 0.101, 0.108, 0.098],
  "total_charge": 1,
  "orbital_gap_ev": 8.78,
  "homo_ev": -14.303
}

B | {
  "formula": "C6H8N",
  "method": "ωB97M-V with the def2-TZVPD basis set",
  "elements": ["C", "C", "C", "C", "C", "C", "N", "H", "H", "H", "H", "H", "H", "H", "H"],
  "xyz": [[-0.0159, 0.5337, -0.5434], [-1.2689, -0.0951, -0.7277], [0.7179, 0.4278, 0.5820], [-2.8172, 0.3615, -2.6808], [1.3330, 0.1495, 1.6295], [2.4695, -0.7008, 2.0039], [-2.0586, -0.0043, -1.7719], [0.3876, 1.1975, -1.2794], [-1.5230, -0.7701, 0.0522], [-3.0434, -0.4625, -3.4826], [-3.4621, 1.2838, -2.6404], [1.0548, 0.8028, 2.4498], [2.1586, -1.7158, 2.3042], [2.8628, -0.3118, 2.9092], [3.2049, -0.6963, 1.1953]],
  "lowdin_charge": [-0.044, -0.010, 0.046, 0.108, -0.120, -0.043, 0.080, 0.116, 0.145, 0.154, 0.134, 0.150, 0.107, 0.073, 0.102],
  "total_charge": 1,
  "orbital_gap_ev": 9.02,
  "homo_ev": -14.153
}

C | {
  "formula": "C6H8N",
  "method": "ωB97M-V with the def2-TZVPD basis set",
  "elements": ["C", "C", "C", "C", "C", "C", "N", "H", "H", "H", "H", "H", "H", "H", "H"],
  "xyz": [[-0.7606, 0.5690, -0.6361], [-1.9370, 0.2475, -0.0619], [-3.1796, 0.0173, 0.2924], [2.2559, 0.8447, 0.4591], [0.7205, -1.2548, 0.1777], [1.7850, -0.1222, -0.4828], [0.3979, -0.2577, -0.6769], [-0.5207, 1.3875, -1.3171], [-3.8700, -0.5907, -0.3010], [-3.5342, 0.1718, 1.3494], [3.2633, 1.4213, 0.4896], [1.6896, 1.4997, 1.0669], [0.8257, -2.1848, -0.3038], [0.2927, -1.3320, 1.1704], [2.5714, -0.4165, -1.2257]],
  "lowdin_charge": [-0.058, -0.027, 0.066, 0.231, 0.081, -0.182, -0.095, 0.138, 0.089, 0.103, 0.136, 0.075, 0.127, 0.141, 0.176],
  "total_charge": 1,
  "orbital_gap_ev": [7.19, 6.43],
  "homo_ev": [-13.357, -13.158]
}

D | {
  "formula": "C6H8N",
  "method": "ωB97M-V with the def2-TZVPD basis set",
  "elements": ["C", "C", "N", "C", "C", "C", "C", "H", "H", "H", "H", "H", "H", "H", "H"],
  "xyz": [[-2.1392, -0.5792, 0.0242], [-0.7311, -0.2558, -0.1794], [0.0678, -1.3507, -0.1288], [1.3769, -1.2895, -0.0184], [2.0496, -0.0905, -0.0048], [1.3478, 1.1079, -0.0173], [-0.1573, 1.2094, -0.1062], [-2.7011, 0.1914, 0.5137], [-2.2919, -1.2830, 0.7928], [-2.4872, -0.8467, -0.9136], [1.8241, -2.2094, -0.0437], [3.0833, -0.1613, 0.1260], [1.8114, 1.9874, -0.1013], [-0.4481, 1.5956, 0.8556], [-0.6048, 1.9744, -0.7987]],
  "lowdin_charge": [0.005, -0.136, 0.146, -0.014, 0.012, 0.077, -0.020, 0.098, 0.098, 0.096, 0.117, 0.111, 0.086, 0.153, 0.173],
  "total_charge": 1,
  "orbital_gap_ev": 8.42,
  "homo_ev": -15.032,
  "smiles": "CC1=[N+]=CC=CC1"
}

Which of them is the most stable? Correct choice: D.

A | {
  "formula": "H9O4",
  "method": "ωB97M-V with the def2-TZVPD basis set",
  "elements": ["O", "H", "H", "H", "O", "H", "H", "O", "H", "H", "O", "H", "H"],
  "xyz": [[0.3340, 1.5781, -1.2907], [-0.0537, 2.4770, -1.2861], [0.4491, 1.3820, -2.2381], [1.2830, 1.7755, -0.8054], [-2.7667, -3.6660, 1.4774], [-2.5155, -3.6473, 2.4041], [-3.7272, -3.7060, 1.4511], [1.9729, 2.5527, 0.1791], [2.4731, 1.9783, 0.7815], [1.3890, 3.0119, 0.8047], [0.2693, -0.8683, -0.5778], [0.6517, -1.5312, -1.1649], [0.2409, -1.3370, 0.2652]],
  "lowdin_charge": [0.195, 0.171, 0.173, 0.112, -0.063, 0.029, 0.035, 0.045, 0.123, 0.120, -0.052, 0.055, 0.056],
  "total_charge": 1,
  "orbital_gap_ev": 9.56,
  "homo_ev": -13.692
}

B | {
  "formula": "H9O4",
  "method": "ωB97M-V with the def2-TZVPD basis set",
  "elements": ["O", "H", "H", "H", "O", "H", "H", "O", "H", "H", "O", "H", "H"],
  "xyz": [[0.1193, 0.9525, 0.0388], [1.0154, 0.3112, 0.0390], [-0.3765, 0.5335, -0.7572], [-0.3805, 0.9816, 0.9978], [-0.8967, 0.3154, 2.2079], [-0.8688, 0.9480, 2.9190], [-1.6787, -0.1771, 2.3995], [-1.1795, -0.7348, -1.6256], [-0.7539, -1.0763, -2.4784], [-2.1396, -0.9842, -1.6148], [2.2252, -0.3378, -0.3669], [1.9001, -0.8698, -1.1522], [3.0144, 0.1378, -0.6068]],
  "lowdin_charge": [0.057, 0.092, 0.104, 0.114, 0.043, 0.094, 0.089, -0.072, 0.115, 0.102, 0.031, 0.131, 0.099],
  "total_charge": 1,
  "orbital_gap_ev": 13.14,
  "homo_ev": -16.618
}

C | {
  "formula": "H9O4",
  "method": "ωB97M-V with the def2-TZVPD basis set",
  "elements": ["O", "H", "H", "H", "O", "H", "H", "O", "H", "H", "O", "H", "H"],
  "xyz": [[-1.3206, 0.9309, -0.0673], [-2.0798, 0.3275, -0.0186], [-0.5229, 0.3639, 0.2194], [-1.2625, 1.2390, -1.0573], [-1.1226, 1.7610, -2.4795], [-0.5417, 1.4679, -3.1888], [-1.8401, 2.3497, -2.6854], [0.2342, -0.1805, 1.5339], [0.6916, -1.0243, 1.3584], [0.8622, 0.5353, 1.7320], [2.1676, -2.4241, 1.1078], [2.7197, -2.3468, 1.8738], [2.0012, -3.3873, 1.0709]],
  "lowdin_charge": [0.205, 0.164, 0.106, 0.091, 0.027, 0.107, 0.091, -0.018, 0.047, 0.100, -0.042, 0.043, 0.077],
  "total_charge": 1,
  "orbital_gap_ev": 11.97,
  "homo_ev": -15.446
}

Which of them is the most stable? Correct choice: C.

A | {
  "formula": "C7H10O",
  "method": "ωB97M-V with the def2-TZVPD basis set",
  "elements": ["C", "C", "C", "C", "C", "C", "C", "H", "H", "H", "H", "H", "H", "H", "H", "H", "H", "O"],
  "xyz": [[-1.7665, 0.7323, -0.4106], [-1.7951, -0.7333, 0.1121], [-0.2813, -0.7591, -0.2465], [1.2496, -0.9696, -0.1474], [1.8517, 0.0015, 0.7431], [1.2601, 0.9940, -0.1566], [-0.2819, 0.7290, 0.1069], [-1.9063, 0.9076, -1.5058], [-2.5470, 1.3785, -0.0512], [-2.0145, -0.6207, 1.2394], [-2.5066, -1.5233, -0.2181], [-0.2942, -0.9517, -1.3198], [1.6605, -1.8952, -0.3346], [1.4805, -0.0141, 1.7380], [2.9728, -0.0963, 0.7041], [1.8345, 2.0064, -0.2386], [-0.4898, 0.8471, 1.2269], [1.5732, -0.0333, -1.2412]],
  "lowdin_charge": [-0.133, -0.126, -0.200, -0.249, -0.141, -0.168, -0.182, 0.118, 0.084, 0.122, 0.105, 0.140, 0.122, 0.110, 0.152, 0.171, 0.151, -0.077],
  "total_charge": 0,
  "orbital_gap_ev": 10.55,
  "homo_ev": -9.435
}

B | {
  "formula": "C7H10O",
  "method": "ωB97M-V with the def2-TZVPD basis set",
  "elements": ["C", "C", "C", "C", "C", "C", "H", "H", "H", "H", "H", "H", "C", "O", "H", "H", "H", "H"],
  "xyz": [[1.0092, 0.6030, -1.2585], [1.3709, -0.7584, -1.1214], [1.3894, -1.3266, 0.1465], [1.1542, -0.5550, 1.2878], [0.8983, 0.8131, 1.1788], [0.7638, 1.3557, -0.0848], [0.9553, 1.1475, -2.1965], [1.6259, -1.3885, -1.9901], [1.7237, -2.3871, 0.2217], [1.1622, -1.0543, 2.2512], [0.7582, 1.4280, 2.0597], [0.5547, 2.4082, -0.1354], [-2.4921, 0.2024, -0.0712], [-1.8421, -1.0652, 0.0068], [-3.5587, -0.0705, -0.0065], [-2.2471, 0.8468, 0.7598], [-2.3109, 0.6859, -1.0062], [-0.9149, -0.8851, -0.0419]],
  "lowdin_charge": [-0.071, -0.094, -0.117, -0.094, -0.097, -0.109, 0.100, 0.111, 0.120, 0.106, 0.106, 0.098, -0.154, -0.115, 0.085, 0.067, 0.064, -0.007],
  "total_charge": 0,
  "orbital_gap_ev": 10.59,
  "homo_ev": -9.586,
  "smiles": "c1ccccc1.CO"
}

Which of them is the most stable? Correct choice: B.